A molecular structure, C18H38HfOP2 at a distorted geometry. Source: OMol25; level of theory: ωB97M-V with the def2-TZVPD basis set.

## Properties
Highest occupied orbital energy (alpha / beta) ... -11.45 / -11.46 eV
ΔE to the lowest compared entry with this formula, charge and spin ... 6.201 eV
Total charge ... +2
Energy ... -1513.642111 a.u.

Geometry (Å):
P: 0.788 4.198 1.146
P: 3.240 4.345 -1.941
C: 2.239 5.268 0.669
C: 2.535 5.577 -0.819
H: 3.164 4.984 1.195
H: 1.989 6.241 1.126
H: 1.648 5.994 -1.310
H: 3.272 6.402 -0.870
C: 4.990 4.862 -2.011
H: 5.616 4.148 -2.570
H: 5.403 4.943 -0.993
H: 5.048 5.851 -2.487
C: 2.626 4.676 -3.599
H: 3.249 5.470 -4.036
H: 1.587 5.025 -3.563
H: 2.687 3.784 -4.238
C: 1.234 4.220 2.912
H: 0.559 3.567 3.474
H: 1.148 5.249 3.302
H: 2.269 3.874 3.064
C: -0.521 5.452 1.019
H: -0.572 5.841 -0.013
H: -0.240 6.274 1.696
H: -1.491 5.041 1.336
Hf: -1.379 2.235 -0.857
C: 3.585 2.403 -1.877
C: 4.459 2.305 -0.729
C: 4.018 2.512 0.613
C: 3.354 1.302 1.320
C: 1.988 1.563 1.587
C: 1.085 2.325 0.630
C: 1.234 2.506 -0.903
C: 2.241 1.625 -1.742
C: -2.532 2.276 0.935
H: 4.054 2.189 -2.849
H: 5.477 1.970 -0.906
H: 3.250 3.295 0.567
H: 4.815 2.920 1.244
H: 3.401 0.448 0.656
H: 3.927 0.994 2.209
H: 1.412 0.844 2.155
H: 0.044 1.803 0.788
H: 1.475 3.566 -1.186
H: 0.254 2.471 -1.662
H: 2.360 0.650 -1.256
H: 1.789 1.429 -2.743
H: -3.628 2.281 0.787
H: -2.315 3.171 1.535
H: -2.345 1.352 1.554
C: -1.195 -2.127 -0.433
C: -0.260 -0.941 -0.201
C: 1.011 -1.306 -0.927
O: -0.953 0.361 -0.738
H: -1.605 -2.124 -1.455
H: -2.007 -2.161 0.312
H: -0.661 -3.105 -0.336
H: -0.094 -0.730 0.870
H: 0.918 -1.170 -2.006
H: 1.877 -0.794 -0.511
H: 1.297 -2.368 -0.791

These are the Löwdin partial charges, in e, on atoms 1 to 5: 0.921 0.928 -0.314 -0.308 0.092